The following is a quantum chemistry calculation of a structure of composition C24H42N5O3PV, from the Open Molecules 2025 dataset.

CARTESIAN COORDINATES (ANGSTROEM)
H1 5.65 0.82 -0.85
H2 -4.21 -3.43 2.13
H3 -3.14 -0.03 -2.28
C1 2.95 2.98 1.19
C2 -5.22 0.85 3.06
C3 -1.02 0.85 -4.75
H4 -5.73 1.78 3.27
H5 -5.96 0.04 3.11
C4 2.14 1.68 1.05
C5 5.09 1.59 1.10
H6 -4.13 0.94 -1.18
H7 2.96 3.49 0.22
C6 -0.65 -1.59 -3.53
H8 -4.37 0.20 4.97
H9 -1.32 -0.27 -6.56
N1 -4.01 -1.14 -0.68
C7 -6.26 -0.89 -1.45
H10 -7.09 -1.44 -1.88
H11 3.62 0.26 -1.62
C8 -5.30 -0.33 -2.49
H12 0.30 -3.51 -3.27
N2 3.59 0.83 -0.78
N3 -0.56 -0.45 -2.81
H13 -6.68 -0.09 -0.84
H14 4.80 0.64 1.56
C9 -0.74 0.76 -3.40
C10 -4.56 0.86 1.69
P1 -3.09 -1.18 0.63
H15 -1.36 -3.41 -2.60
C11 -0.92 -1.55 -4.88
H16 -3.50 1.51 4.18
O1 -1.53 -0.55 -0.02
H17 4.33 2.63 2.81
H18 -2.10 -5.37 1.05
H19 0.36 -3.24 -0.92
H20 -0.65 1.64 -2.78
H21 -5.68 0.56 -2.99
H22 -5.08 -1.08 -3.25
H23 -5.30 -2.80 -1.03
H24 2.39 3.64 1.85
C12 -1.11 -0.32 -5.50
H25 -0.99 -2.47 -5.45
N4 -3.56 -0.25 1.82
H26 6.16 1.68 1.28
O2 0.12 -2.47 -1.47
H27 4.93 3.69 1.55
C13 -4.04 -0.02 -1.68
H28 2.31 1.02 1.92
H29 1.07 1.88 1.02
C14 -5.37 -1.80 -0.60
C15 -3.49 -3.75 1.36
C16 -4.05 0.59 4.00
C17 -1.56 -4.08 2.72
H30 -3.38 -1.45 3.55
C18 2.47 0.89 -0.16
H31 -2.11 -0.22 3.40
H32 -1.15 1.82 -5.20
O3 1.47 0.13 -0.70
N5 -2.52 -2.63 1.08
H33 -0.41 -2.88 1.29
C19 -0.43 -2.87 -2.78
H34 -1.14 -1.94 2.59
H35 4.94 2.43 -0.92
H36 -4.03 1.80 1.51
C20 -2.58 -4.84 1.88
C21 -1.30 -2.79 1.93
H37 -5.71 -1.88 0.43
C22 -3.17 -0.43 3.26
V1 -0.10 -0.63 -0.90
C23 4.91 1.48 -0.40
H38 -4.03 -4.02 0.46
H39 -5.24 0.66 0.87
H40 -3.13 -5.58 2.46
H41 -1.96 -3.84 3.70
C24 4.36 2.78 1.73
H42 -0.63 -4.64 2.88

orbital gap (alpha / beta)	6.10 / 6.70	eV
LUMO (alpha / beta)	-14.4459 / -13.8487	eV
multiplicity	2
net charge	+4
M	530.55	g mol⁻¹
HOMO level (alpha / beta)	-0.7551 / -0.7553	Ha
DFT total energy	-2723.21893	Ha